Record 1
A molecular structure, C19H15F3N2O5S, computed with the ωB97M-V functional and the def2-TZVPD basis.

Geometry (Å):
C 5.28 -0.64 -0.01
C 3.93 -0.60 -0.82
O 3.80 -0.50 -2.10
N 2.91 -0.93 -0.06
C 1.81 -1.05 -0.72
C 1.19 -0.32 -1.47
C -0.02 -0.66 -1.94
C -0.68 -1.75 -1.99
C -0.07 -2.73 -1.16
C 1.08 -2.43 -0.47
H 1.54 -3.37 0.02
H -0.54 -3.74 -1.03
C -2.02 -1.85 -2.40
F -2.31 -1.68 -3.74
F -2.39 -3.26 -2.53
F -3.01 -1.50 -1.61
H -0.56 0.22 -2.64
H 1.65 0.58 -1.67
S 2.57 -0.83 1.51
O 3.72 -0.22 2.25
O 2.46 -2.12 2.09
C 1.22 -0.06 1.62
C 1.31 1.37 1.21
C 0.23 2.11 1.18
C -1.01 1.77 0.96
C -1.25 0.42 1.58
C 0.01 -0.28 1.90
H -0.22 -1.50 1.91
H -2.11 -0.11 1.84
N -2.20 2.54 1.14
C -3.32 2.48 1.77
O -3.34 1.88 2.77
C -4.32 3.51 1.34
C -3.52 4.24 0.21
C -2.21 3.48 0.07
O -1.54 3.51 -0.93
H -4.13 4.13 -0.91
H -3.51 5.05 0.43
H -4.49 4.21 2.12
H -5.18 2.83 1.09
H 0.26 3.31 1.01
H 2.38 1.61 1.24
H 6.26 -0.50 -0.72
H 5.59 -1.49 0.59
H 5.41 0.15 0.56

As for the multiplicity: 1. The relative energy (zero: lowest compared OMol25 entry of this formula, charge and spin) is 15.546 eV.



Record 2
A molecular structure, C4H4LiO2Rb, computed with the ωB97M-V functional and the def2-TZVPD basis.

Geometry (Å):
H -1.45 1.05 2.46
C 1.58 1.16 -0.01
C 0.73 0.11 0.17
C -0.73 0.30 0.20
C -1.58 -0.48 -0.46
O -2.22 -1.38 -0.89
O 2.86 1.09 -0.17
Li 4.46 0.52 -0.41
Rb -4.78 -4.93 -1.17
H 1.11 2.15 -0.16
H 1.11 -0.92 0.18
H -1.10 1.33 0.27

As for the multiplicity: 2. The relative energy (zero: lowest compared OMol25 entry of this formula, charge and spin) is 0.649 eV. The expectation value of S² is 0.75. Its total charge is +1.



Record 3
2 unconnected molecules or ions with the total composition C3H11NOS2, computed with the ωB97M-V functional and the def2-TZVPD basis.

Geometry (Å):
N 0.74 -1.83 -0.11
C 0.14 -1.48 -1.48
C -1.42 -0.98 -1.20
S -1.24 0.91 -1.23
S -1.03 0.96 0.80
C -1.46 2.81 1.06
H 0.84 -2.87 -0.20
H -0.04 -1.77 0.54
H 0.04 -2.30 -2.25
H 0.77 -0.63 -1.89
H -1.73 -1.13 -0.20
H -1.85 -1.42 -2.01
H -0.67 3.16 1.78
H -2.48 2.80 1.26
H -1.28 3.37 0.16
H 2.77 -0.07 1.62
H 4.20 0.44 2.01
O 3.72 0.03 1.33

As for the multiplicity: 2. The relative energy (zero: lowest compared OMol25 entry of this formula, charge and spin) is 2.837 eV. The expectation value of S² is 0.75. Its total charge is -1.



Record 4
A molecular structure, C17H24Ca2ClO19, computed with the ωB97M-V functional and the def2-TZVPD basis.

Geometry (Å):
Ca 2.42 -3.65 -2.59
Ca -3.32 -3.02 -0.04
Cl 0.05 -1.37 -0.87
O 1.24 -2.24 -0.88
O 0.37 -0.07 -0.42
O -0.47 -1.42 -2.19
O -0.97 -1.90 0.07
C 0.53 -4.47 4.09
C 1.35 -4.15 2.83
O 0.35 -4.33 1.81
C -0.86 -4.23 2.37
O -1.89 -4.25 1.74
O -0.78 -4.08 3.68
H 0.85 -3.91 4.96
H 0.58 -5.53 4.37
H 2.16 -4.83 2.60
H 1.65 -3.10 2.85
C 3.46 0.56 0.38
C 4.63 -0.08 1.18
O 5.38 1.02 1.67
C 4.96 2.15 1.07
O 5.45 3.22 1.12
O 3.77 1.93 0.46
H 2.48 0.46 0.84
H 3.41 0.18 -0.65
H 5.29 -0.62 0.50
H 4.36 -0.78 1.97
C -3.06 2.81 0.15
C -4.38 2.60 0.91
O -4.41 1.16 1.04
C -3.57 0.60 0.19
O -3.53 -0.60 -0.04
O -2.78 1.49 -0.35
H -2.25 3.23 0.73
H -3.13 3.47 -0.71
H -5.26 2.95 0.38
H -4.36 3.00 1.92
C 0.18 0.76 -5.32
C -0.49 1.43 -6.46
C 0.37 2.20 -7.48
O -0.13 1.78 -8.73
C -0.87 0.66 -8.59
O -1.29 -0.01 -9.46
O -1.03 0.35 -7.28
H 0.84 -0.04 -5.65
H -0.47 0.32 -4.56
H 0.79 1.50 -4.79
H -1.36 2.01 -6.15
H 1.45 2.07 -7.41
H 0.09 3.23 -7.28
C 0.15 -0.43 3.48
C -1.01 0.47 3.94
C -0.67 1.38 5.13
O -0.67 2.67 4.57
C -1.25 2.67 3.38
O -1.56 3.60 2.71
O -1.45 1.37 2.97
H -0.02 -0.82 2.47
H 0.18 -1.41 3.98
H 1.13 0.02 3.64
H -1.76 -0.29 4.17
H 0.32 1.14 5.54
H -1.22 1.17 6.06

As for the multiplicity: 1. The calculation puts the calculated total energy at -106288.111 eV. Its total charge is +3.



Record 5
A molecular structure, C3H7N3O2, computed with the ωB97M-V functional and the def2-TZVPD basis.

Geometry (Å):
C -1.33 0.71 -0.75
C -0.12 1.21 0.09
C 1.21 0.49 0.02
H -0.93 -0.67 1.28
H -2.84 -1.46 1.21
H -1.47 1.00 -1.86
H 0.04 2.32 -0.12
H -0.41 1.04 1.06
H 0.38 -1.55 -0.72
H 3.34 -0.43 0.57
N -1.83 -0.99 0.38
N -2.14 -0.32 -0.57
N 1.20 -0.95 -0.03
O 2.41 1.02 0.04
O 2.49 -1.41 -0.59

As for the multiplicity: 1. The relative energy (zero: lowest compared OMol25 entry of this formula, charge and spin) is 12.645 eV.



Record 6
A molecular structure, C36H37BF2N2O5P2RuS, computed with the ωB97M-V functional and the def2-TZVPD basis.

Geometry (Å):
Ru 0.07 -0.36 -1.10
C 6.62 -1.64 4.06
C 5.75 -1.46 2.85
C 6.09 -2.01 1.62
C 5.28 -1.86 0.51
C 4.10 -1.13 0.63
C 3.74 -0.58 1.84
C 4.56 -0.74 2.94
S 3.02 -0.95 -0.76
O 3.70 -1.52 -1.90
O 2.68 0.49 -0.83
N 1.65 -1.64 -0.42
C 1.53 -3.08 -0.57
C 0.07 -3.42 -0.92
O -0.39 -4.52 -0.68
O -0.57 -2.45 -1.47
H 7.56 -2.13 3.80
H 6.12 -2.24 4.82
H 6.86 -0.67 4.51
H 7.01 -2.58 1.53
H 5.55 -2.28 -0.45
H 2.81 -0.03 1.93
H 4.27 -0.30 3.89
H 1.84 -3.62 0.32
H 2.14 -3.43 -1.41
N -2.51 0.83 0.41
P -1.16 1.76 -0.04
C -1.87 3.25 -0.79
C -1.23 4.48 -0.69
C -1.73 5.59 -1.36
C -2.88 5.47 -2.13
C -3.53 4.25 -2.23
C -3.02 3.14 -1.57
C -0.40 2.36 1.49
C -1.13 3.02 2.47
C -0.53 3.41 3.66
C 0.82 3.15 3.86
C 1.56 2.51 2.88
C 0.96 2.11 1.69
P -2.18 -0.78 -0.02
C -3.71 -1.42 -0.76
C -4.90 -0.70 -0.65
C -6.07 -1.18 -1.21
C -6.06 -2.40 -1.89
C -4.88 -3.12 -1.99
C -3.70 -2.64 -1.44
C -2.00 -1.69 1.53
C -2.84 -2.74 1.91
C -2.61 -3.42 3.09
C -1.55 -3.07 3.90
C -0.70 -2.03 3.53
C -0.92 -1.35 2.35
H -3.13 1.11 1.16
H -0.33 4.58 -0.10
H -1.22 6.54 -1.28
H -3.27 6.34 -2.66
H -4.42 4.15 -2.83
H -3.53 2.18 -1.65
H -2.18 3.24 2.31
H -1.11 3.91 4.42
H 1.30 3.46 4.78
H 2.62 2.32 3.03
H 1.54 1.61 0.93
H -4.92 0.26 -0.14
H -6.98 -0.61 -1.12
H -6.97 -2.78 -2.33
H -4.87 -4.06 -2.52
H -2.78 -3.20 -1.51
H -3.67 -3.02 1.27
H -3.27 -4.24 3.37
H -1.37 -3.61 4.83
H 0.14 -1.76 4.16
H -0.24 -0.56 2.05
C 0.92 1.25 -5.31
C 1.26 0.35 -4.14
C 0.52 -0.96 -4.18
O 0.88 1.06 -2.90
H 1.23 0.77 -6.24
H 1.44 2.21 -5.24
H -0.15 1.43 -5.35
H 2.33 0.17 -4.08
H -0.55 -0.82 -3.96
H 0.92 -1.69 -3.47
H 0.59 -1.39 -5.18
F 1.35 2.79 -1.43
B 1.76 1.98 -2.40
F 2.88 2.28 -3.04

As for the multiplicity: 5. The relative energy (zero: lowest compared OMol25 entry of this formula, charge and spin) is 0.000 eV. The expectation value of S² is 6.01.



Record 7
8 unconnected molecules or ions with the total composition C28H46F6O17P, computed with the ωB97M-V functional and the def2-TZVPD basis.

Geometry (Å):
P -1.03 -1.48 0.49
F 0.53 -1.15 0.06
F -0.83 -0.87 1.96
F -1.45 -0.02 -0.06
F -2.60 -1.76 0.95
F -1.36 -2.12 -0.95
F -0.68 -2.95 1.08
C 2.74 -0.17 3.98
C 2.49 -1.31 2.97
C 2.27 -2.53 3.85
O 2.15 -2.09 5.22
C 2.96 -0.95 5.29
H 1.83 0.41 4.13
H 3.49 0.56 3.67
H 3.43 -1.49 2.45
H 1.59 -1.03 2.43
H 3.12 -3.20 3.80
H 1.38 -2.98 3.40
H 4.02 -1.19 5.44
H 2.70 -0.28 6.12
C -1.25 0.47 6.74
C -2.24 1.62 7.02
C -2.13 2.51 5.78
O -1.74 1.66 4.72
C -0.80 0.76 5.33
H -1.90 -0.41 6.72
H -0.51 0.28 7.51
H -1.87 2.24 7.85
H -3.23 1.29 7.34
H -1.41 3.34 5.85
H -3.12 2.95 5.68
H 0.16 1.31 5.32
H -0.47 -0.04 4.66
C 2.32 1.30 -4.11
C 2.54 -0.05 -3.46
C 1.28 -0.87 -3.15
O 1.56 -2.15 -3.65
C 2.74 -2.18 -4.33
O 3.17 -3.16 -4.81
O 3.31 -0.93 -4.30
H 3.13 1.98 -3.86
H 1.49 1.69 -3.51
H 2.12 1.21 -5.17
H 3.08 0.06 -2.52
H 0.40 -0.32 -3.50
H 1.13 -0.90 -2.07
C -5.73 -2.05 -4.78
C -5.56 -0.66 -4.16
C -6.65 -0.25 -3.21
O -5.88 0.56 -2.28
C -4.67 -0.01 -2.16
O -3.93 0.21 -1.27
O -4.49 -0.89 -3.19
H -6.74 -2.23 -5.18
H -5.62 -2.90 -4.11
H -5.05 -2.14 -5.63
H -5.31 0.14 -4.85
H -7.09 -1.08 -2.65
H -7.40 0.44 -3.59
C -2.64 5.86 -3.91
C -2.23 4.45 -3.52
C -0.75 4.38 -3.07
O -0.79 3.48 -1.95
C -2.06 3.39 -1.50
O -2.40 2.77 -0.56
O -2.89 4.08 -2.33
H -3.72 5.85 -4.04
H -2.29 6.12 -4.91
H -2.39 6.58 -3.14
H -2.39 3.76 -4.35
H -0.30 5.33 -2.77
H 0.01 4.04 -3.77
C 4.42 2.45 1.63
C 3.04 2.89 1.15
C 2.52 2.02 0.00
O 1.15 1.94 0.25
C 0.88 2.19 1.56
O -0.14 1.93 2.09
O 2.03 2.62 2.15
H 5.18 2.76 0.91
H 4.45 1.36 1.59
H 4.58 2.79 2.65
H 2.89 3.95 0.96
H 2.98 1.05 -0.18
H 2.69 2.57 -0.94
C 2.24 -6.48 -2.06
C 2.41 -4.95 -1.76
C 1.17 -4.38 -1.14
O 1.51 -4.35 0.21
C 2.82 -4.41 0.42
O 3.38 -4.16 1.45
O 3.44 -4.80 -0.71
H 2.67 -7.04 -1.23
H 2.73 -6.85 -2.96
H 1.18 -6.72 -2.05
H 2.92 -4.51 -2.62
H 0.24 -4.87 -1.40
H 1.07 -3.32 -1.42

As for the multiplicity: 1. The relative energy (zero: lowest compared OMol25 entry of this formula, charge and spin) is 0.000 eV. Its total charge is -1.



Record 8
2 unconnected molecules or ions with the total composition C5H7NO3, computed with the ωB97M-V functional and the def2-TZVPD basis.

Geometry (Å):
C -1.41 0.88 0.81
C -0.07 0.50 0.23
C 1.25 0.47 0.42
O 1.96 0.44 1.40
C 1.43 0.23 -1.20
N -0.06 0.30 -1.28
H -2.34 0.37 0.35
H -1.49 1.93 0.88
H -1.41 0.72 1.89
H 1.90 1.21 -1.61
H 1.75 -0.76 -1.42
H -0.39 1.09 -1.71
H -0.46 -0.56 -1.42
O -0.25 -2.33 -0.27
C -0.18 -2.21 0.89
O -0.25 -2.27 2.04

As for the multiplicity: 1. The relative energy (zero: lowest compared OMol25 entry of this formula, charge and spin) is 3.695 eV.